(1)
# C20H14BeF7N3O8PS2Se2

A molecular structure, C20H14BeF7N3O8PS2Se2 (wB97M-V/def2-TZVPD, the OMol25 dataset).

Last column: Löwdin charge in e.
Positions of all 58 atoms, in Å:
Be -0.329 -1.549 -0.585  -0.2430
Se -1.070 -1.700 1.652  0.4892
P -0.780 0.416 1.315  0.2185
Se -0.590 0.767 -0.805  0.5209
C -2.195 1.322 2.004  -0.3884
C -2.092 2.116 3.139  -0.0781
C -3.226 2.740 3.649  -0.0897
C -4.451 2.571 3.024  -0.0929
C -4.551 1.783 1.883  -0.0730
C -3.427 1.158 1.371  -0.0957
C 0.673 1.042 2.217  -0.4062
C 1.138 0.381 3.350  -0.1072
C 2.233 0.879 4.041  -0.0810
C 2.866 2.034 3.602  -0.0888
C 2.408 2.694 2.469  -0.0885
C 1.317 2.194 1.773  -0.0994
H -1.134 2.255 3.623  0.1002
H -3.146 3.360 4.533  0.0986
H -5.333 3.058 3.423  0.0978
H -5.507 1.656 1.392  0.1057
H -3.495 0.544 0.479  0.0909
H 0.653 -0.534 3.669  0.0688
H 2.601 0.356 4.915  0.1016
H 3.729 2.414 4.135  0.1028
H 2.922 3.572 2.103  0.1039
H 0.973 2.686 0.871  0.0874
F 3.306 1.969 -1.742  0.0831
C 3.701 0.983 -0.926  -0.1919
C 3.380 -0.290 -1.174  0.0492
N 3.789 -1.328 -0.368  0.0158
C 3.401 -2.696 -0.691  -0.0198
C 1.895 -2.933 -0.783  -0.5673
O 1.508 -4.061 -1.007  0.0801
O 1.187 -1.863 -0.651  -0.1129
C 4.526 -1.096 0.775  -0.4629
O 4.925 -1.969 1.518  0.0733
N 4.824 0.237 0.997  0.2222
C 4.483 1.350 0.237  -0.4120
O 4.841 2.466 0.551  0.0751
H 2.773 -0.553 -2.028  0.1552
H 3.795 -3.338 0.091  0.1295
H 3.848 -3.004 -1.638  0.1403
H 5.357 0.419 1.835  0.1634
F -2.700 -4.574 -2.163  0.1463
C -3.083 -3.591 -2.976  -0.6618
F -2.539 -3.789 -4.172  0.1457
F -4.404 -3.623 -3.083  0.1454
S -2.539 -1.943 -2.269  0.6302
O -1.320 -2.384 -1.554  -0.3126
O -3.633 -1.489 -1.472  -0.2563
N -2.077 -1.040 -3.446  -0.2862
S -3.237 -0.293 -4.278  0.5978
O -4.284 -1.192 -4.676  -0.2761
O -3.571 1.000 -3.770  -0.2642
C -2.257 0.034 -5.801  -0.6878
F -1.232 0.846 -5.551  0.1381
F -3.061 0.623 -6.691  0.1302
F -1.789 -1.094 -6.335  0.1367

- Energy relative to the best compared isomer or geometry (same formula, charge and spin): 0.0000 eV
- Net charge: -1
- Gap between HOMO and LUMO: 0.3101 Ha
- Total energy: -8191.5031 hartree
- HOMO: -6.0 eV



(2)
# C5H9N2P

A single C5H9N2P molecule in a non-equilibrium geometry (wB97M-V/def2-TZVPD, the OMol25 dataset).

Last column: Löwdin charge in e.
Positions of all 17 atoms, in Å:
C -0.207 0.062 1.168  -0.1471
C -2.015 -0.009 -0.493  -0.3625
C 0.898 -0.879 -0.831  -0.4919
C 0.767 0.246 2.248  -0.0195
C 1.033 0.490 -1.510  -0.1947
N -1.323 0.271 0.772  0.0987
N -1.837 -1.354 -0.901  -0.3404
P -0.400 -2.034 -0.982  0.7927
H -3.021 -0.009 -0.239  0.0754
H -1.629 0.886 -1.030  0.1190
H 1.777 -1.326 -0.462  -0.0051
H 0.328 1.164 2.873  0.1522
H 1.608 0.659 1.789  0.0591
H 0.957 -0.617 2.718  0.0413
H 0.804 1.339 -0.725  0.0855
H 0.269 0.433 -2.380  0.0819
H 1.992 0.679 -2.016  0.0553

- Energy relative to the best compared isomer or geometry (same formula, charge and spin): 3.7126 eV
- Gap between HOMO and LUMO (spin up / spin down): 0.2819 / 0.2820 Ha
- Total energy: -646.6178 hartree
- HOMO (spin up / spin down): -7.6 / -7.6 eV



(3)
# C4H7ClO2P

A gas-phase ion, C4H7ClO2P (charge -1) in a non-equilibrium geometry (wB97M-V/def2-TZVPD, the OMol25 dataset).

Last column: Löwdin charge in e.
Positions of all 15 atoms, in Å:
C -1.854 -0.074 0.422  -0.0134
C -0.599 -0.073 -0.045  -0.4517
C 1.467 -0.260 1.316  -0.1350
C 0.538 0.727 0.572  -0.2645
O -1.518 -1.262 -2.376  -0.4410
O 1.038 -1.020 -2.140  -0.4164
P -0.330 -0.543 -1.792  0.0727
Cl -0.525 1.466 -2.448  0.2090
H -2.580 -0.414 -0.272  0.0342
H -2.139 0.640 1.149  0.0393
H 1.928 -1.124 0.720  0.1010
H 1.026 -0.755 2.101  0.0240
H 2.315 0.208 1.755  0.0398
H 0.111 1.429 1.369  0.1239
H 1.121 1.055 -0.330  0.0782

- Energy relative to the best compared isomer or geometry (same formula, charge and spin): 0.0000 eV
- Net charge: -1
- Gap between HOMO and LUMO: 0.3322 Ha
- Total energy: -1108.7709 hartree
- HOMO: -5.3 eV



(4)
# CHCl4P

2 unconnected molecules or ions with the total composition CHCl4P in a non-equilibrium geometry (wB97M-V/def2-TZVPD, the OMol25 dataset).

Last column: Löwdin charge in e.
Positions of all 7 atoms, in Å:
C 0.519 0.463 0.005  -1.9224
P -0.367 -0.897 1.048  0.3523
Cl 0.154 0.487 -1.806  0.4036
Cl -0.003 1.931 0.897  0.4369
Cl 2.267 0.517 0.029  0.4887
Cl 0.008 -2.520 0.016  0.1518
H -2.579 0.020 -0.190  0.0891

- Energy relative to the best compared isomer or geometry (same formula, charge and spin): 3.1242 eV
- Gap between HOMO and LUMO (spin up / spin down): 0.2992 / 0.3168 Ha
- Total energy: -2220.6999 hartree
- HOMO (spin up / spin down): -9.1 / -10.4 eV



> Look up the total energy of the second one.

-646.6178 hartree